ORCA calculation (ωB97M-V with the def2-TZVPD basis set) on a structure of composition C11H14CuN4O5.

2S+1: 2
Energy relative to the best compared isomer or geometry (same formula, charge and spin): 0.0 kJ/mol
Energy: -72473.0801 eV
Orbital gap (alpha / beta): 7.8 / 7.8 eV
<S²>: 0.753
Highest occupied orbital energy (alpha / beta): -8.463 / -8.556 eV

CARTESIAN COORDINATES (ANGSTROEM)
1 Cu -1.071 1.430 0.979
2 O -1.711 2.609 -0.370
3 O -3.857 1.510 3.832
4 O 1.799 -5.033 -2.745
5 O -3.456 3.901 -0.877
6 O 2.141 -2.880 -0.210
7 N 2.557 -2.799 -2.439
8 N 0.455 0.880 -0.226
9 N -2.649 1.827 1.898
10 N -0.487 0.682 2.843
11 C 0.881 -0.379 -0.306
12 C 2.163 -2.257 -1.255
13 C -2.892 3.140 -0.123
14 C 1.750 -0.815 -1.293
15 C 2.207 0.111 -2.219
16 C -2.884 1.335 3.110
17 C -1.752 0.406 3.577
18 C 1.770 1.423 -2.134
19 C 0.882 1.769 -1.133
20 C -3.537 2.730 1.206
21 C 2.908 -4.201 -2.515
22 H -2.053 -0.620 3.364
23 H -4.508 2.275 0.993
24 H 0.164 -0.091 2.919
25 H 2.264 -2.347 -3.290
26 H 1.306 -5.116 -1.921
27 H -1.632 0.508 4.655
28 H -0.031 1.483 3.271
29 H 0.465 2.763 -1.053
30 H 2.102 2.172 -2.838
31 H 3.585 -4.344 -3.353
32 H 0.529 -1.078 0.442
33 H 3.414 -4.453 -1.584
34 H -3.736 3.636 1.784
35 H 2.912 -0.179 -2.989

---

ORCA calculation (ωB97M-V with the def2-TZVPD basis set) on a structure of composition C11H14CuN4O7.

Energy relative to the best compared isomer or geometry (same formula, charge and spin): 31.9 kJ/mol
Energy: -76570.1730 eV
Total charge: -1
Orbital gap: 7.1 eV
Highest occupied orbital energy: -4.647 eV

CARTESIAN COORDINATES (ANGSTROEM)
1 Cu 1.480 2.121 -1.077
2 O 3.075 1.665 0.093
3 O -4.353 4.537 -1.547
4 O -3.850 2.003 -0.052
5 O 4.049 -0.043 1.175
6 O -1.719 5.595 -2.344
7 O 0.309 3.575 -1.650
8 O -0.985 1.410 -0.254
9 N 1.456 -0.032 -1.252
10 N -1.365 -0.212 1.957
11 N -0.125 -2.227 1.939
12 N -1.805 -1.817 0.377
13 C 1.210 -2.925 -0.119
14 C 3.170 0.457 0.469
15 C -3.287 4.020 -1.335
16 C -3.024 2.719 -0.602
17 C 0.467 -3.308 1.161
18 C -0.921 3.506 -1.400
19 C -1.925 4.546 -1.789
20 C -1.615 2.494 -0.721
21 C -1.094 -1.371 1.473
22 C 1.987 -0.467 0.043
23 C 2.367 -1.946 0.080
24 H 0.508 -0.353 -1.408
25 H 1.167 -3.801 1.838
26 H -2.629 -1.261 0.200
27 H 3.111 -2.103 -0.709
28 H 0.504 -2.542 -0.860
29 H 2.044 -0.362 -2.009
30 H -0.299 -4.059 0.939
31 H 0.491 -1.801 2.613
32 H -1.425 1.002 0.534
33 H 2.896 -2.148 1.014
34 H -1.946 -2.810 0.299
35 H 1.593 -3.864 -0.533
36 H -0.716 0.054 2.690
37 H 1.196 -0.253 0.768

---

ORCA calculation (ωB97M-V with the def2-TZVPD basis set) on a structure of composition C11H14F3N4O3S2Sc.

Energy relative to the best compared isomer or geometry (same formula, charge and spin): 26.0 kJ/mol
Energy: -74248.1334 eV
Total charge: +2
Orbital gap: 8.2 eV
Highest occupied orbital energy: -15.935 eV

CARTESIAN COORDINATES (ANGSTROEM)
1 Sc 0.049 0.361 0.132
2 S -0.904 -1.975 -0.114
3 S 0.892 0.606 -2.355
4 F 1.554 2.630 -0.947
5 F 2.708 2.395 -2.782
6 F 0.687 3.181 -2.856
7 O 1.621 -0.008 -1.189
8 O -0.502 0.768 -1.788
9 O 1.064 0.056 -3.633
10 N 1.701 -0.994 1.322
11 N 2.201 -4.328 0.221
12 N 0.926 -4.004 -0.170
13 N 1.668 -2.287 0.786
14 C 3.986 -3.076 1.425
15 C 0.576 -2.773 0.155
16 C -1.802 2.623 0.229
17 C 1.503 2.343 -2.275
18 C -0.684 3.149 0.884
19 C -0.749 1.225 2.385
20 C -0.131 2.395 1.934
21 C -0.131 4.498 0.539
22 C -1.898 0.745 1.752
23 C -2.405 1.438 0.653
24 C 2.650 -3.271 0.813
25 H -0.434 4.813 -0.457
26 H 4.597 -3.949 1.208
27 H 0.749 2.760 2.451
28 H -3.282 1.061 0.141
29 H 2.605 -0.581 1.090
30 H 4.481 -2.200 1.000
31 H -0.527 5.222 1.256
32 H -2.383 -0.154 2.108
33 H -0.351 0.698 3.245
34 H -2.234 3.161 -0.606
35 H 1.634 -1.059 2.337
36 H 3.911 -2.959 2.507
37 H 0.368 -4.688 -0.663
38 H 0.954 4.525 0.613

---

ORCA calculation (ωB97M-V with the def2-TZVPD basis set) on a structure of composition C11H14F6NO5P2RuS3.

2S+1: 5
Energy relative to the best compared isomer or geometry (same formula, charge and spin): 77.8 kJ/mol
Energy: -93330.4266 eV
Total charge: +1
Orbital gap (alpha / beta): 7.2 / 6.7 eV
<S²>: 6.026
Highest occupied orbital energy (alpha / beta): -13.050 / -13.522 eV

CARTESIAN COORDINATES (ANGSTROEM)
1 Ru 0.020 0.323 0.579
2 S -0.754 -1.716 -0.685
3 S 2.136 -0.427 0.036
4 S -2.769 2.653 1.015
5 P 1.186 -2.144 -0.608
6 P -0.146 -0.019 3.665
7 F 1.057 0.643 2.723
8 F -0.424 -0.987 2.167
9 F -1.374 -0.719 4.306
10 F 0.199 0.905 4.857
11 F 0.827 -1.166 4.109
12 F -1.102 1.070 2.975
13 O -3.964 1.910 1.190
14 O 1.592 -2.579 -2.035
15 O 0.131 1.610 -1.027
16 O -2.154 3.399 2.058
17 O 1.636 -3.294 0.308
18 N -1.582 1.565 0.354
19 C -3.329 5.351 -1.954
20 C -2.753 3.614 -0.472
21 C -2.275 4.993 -2.797
22 C 1.127 -4.476 2.365
23 C -1.004 2.145 -0.714
24 C -1.433 3.942 -2.472
25 C 3.307 -2.808 -3.707
26 C -3.588 4.667 -0.770
27 C 1.805 -3.267 1.784
28 C 2.841 -3.297 -2.367
29 C -1.692 3.266 -1.297
30 H 0.086 -4.529 2.036
31 H 1.638 -5.399 2.076
32 H 1.140 -4.392 3.454
33 H -4.404 4.957 -0.114
34 H -2.115 5.544 -3.715
35 H 3.529 -1.739 -3.682
36 H 2.876 -3.265 1.950
37 H 2.551 -2.996 -4.473
38 H -3.966 6.185 -2.227
39 H -0.618 3.641 -3.123
40 H 4.217 -3.346 -3.979
41 H 2.586 -4.347 -2.371
42 H 3.574 -3.117 -1.582
43 H 1.387 -2.351 2.167

---

ORCA calculation (ωB97M-V with the def2-TZVPD basis set) on a structure of composition C11H14FeN2O2.

2S+1: 6
Energy relative to the best compared isomer or geometry (same formula, charge and spin): 0.0 kJ/mol
Energy: -53093.6161 eV
Total charge: -1
Orbital gap (alpha / beta): 4.6 / 7.6 eV
<S²>: 8.780
Highest occupied orbital energy (alpha / beta): -0.974 / -4.070 eV

CARTESIAN COORDINATES (ANGSTROEM)
1 Fe -1.070 -0.150 -0.349
2 O -1.098 1.473 2.311
3 O 2.460 0.663 -0.512
4 N 1.764 -1.043 -2.621
5 N 0.391 0.939 0.544
6 C 1.264 -1.704 -0.295
7 C -0.569 -1.606 -1.768
8 C -0.970 -2.267 -0.574
9 C -2.743 0.305 -0.731
10 C 0.843 -1.327 -1.599
11 C -2.808 -0.444 0.520
12 C 0.118 -2.234 0.344
13 C 0.982 2.611 2.070
14 C 2.210 2.251 1.288
15 C 1.723 1.200 0.297
16 C -0.057 1.630 1.674
17 H 1.794 -2.018 -2.959
18 H -3.176 -0.194 -1.631
19 H 0.655 3.632 1.874
20 H 3.023 1.878 1.946
21 H -1.879 -2.807 -0.315
22 H -3.240 -1.398 0.675
23 H 1.150 -0.668 -3.400
24 H 0.135 -2.415 1.385
25 H -1.074 -1.622 -2.726
26 H -3.014 0.088 1.413
27 H 1.173 2.553 3.139
28 H 2.639 3.106 0.776
29 H -2.957 1.393 -0.729
30 H 2.331 -1.827 -0.048

---

ORCA calculation (ωB97M-V with the def2-TZVPD basis set) on a cluster of 2 separate species, C11H14N2 in total.

Energy relative to the best compared isomer or geometry (same formula, charge and spin): 74.0 kJ/mol
Energy: -14613.6535 eV
Orbital gap: 9.3 eV
Highest occupied orbital energy: -8.451 eV

CARTESIAN COORDINATES (ANGSTROEM)
1 N 0.872 0.212 -2.042
2 N 0.458 2.248 -1.260
3 C 1.205 -0.936 2.077
4 C -1.292 0.228 1.794
5 C -0.158 1.008 1.786
6 C 0.061 -1.717 1.811
7 C -0.659 1.873 -1.982
8 C 1.095 0.439 1.966
9 C -1.285 -0.290 -3.266
10 C 1.322 1.207 -1.357
11 C -1.211 -1.163 1.642
12 C -0.406 0.633 -2.491
13 C 0.222 -3.237 1.752
14 H -0.720 -1.193 -3.518
15 H -1.577 2.433 -1.970
16 H -2.049 -1.763 1.322
17 H -1.586 0.016 -4.266
18 H 2.006 -1.543 2.474
19 H -0.690 -3.678 1.361
20 H 0.522 -3.600 2.733
21 H 2.214 1.170 -0.749
22 H -2.258 0.719 1.821
23 H -2.113 -0.497 -2.593
24 H 0.577 3.189 -0.928
25 H 1.983 1.053 1.863
26 H -0.319 2.072 1.908
27 H 1.016 -3.461 1.037

---

ORCA calculation (ωB97M-V with the def2-TZVPD basis set) on a cluster of 2 separate species, C11H14N2 in total.

Energy relative to the best compared isomer or geometry (same formula, charge and spin): 53.2 kJ/mol
Energy: -14613.8688 eV
Orbital gap: 9.4 eV
Highest occupied orbital energy: -8.556 eV

CARTESIAN COORDINATES (ANGSTROEM)
1 N -2.416 -3.155 1.419
2 N -1.591 -3.310 -0.604
3 C -2.625 -2.929 0.104
4 C 0.610 3.250 0.729
5 C -1.322 2.706 -0.776
6 C 0.635 -4.375 -0.121
7 C 0.147 2.842 -0.518
8 C 1.071 2.693 -1.561
9 C 2.403 2.951 -1.357
10 C -0.750 -3.945 0.268
11 C -1.213 -3.810 1.551
12 C 2.892 3.173 -0.059
13 C 1.970 3.229 0.966
14 H -1.896 3.504 -0.295
15 H -1.562 2.891 -1.830
16 H 2.274 3.264 2.009
17 H 0.572 -5.154 -0.880
18 H -0.102 3.544 1.485
19 H 1.131 -4.772 0.755
20 H -3.598 -2.682 -0.294
21 H -0.807 -4.028 2.521
22 H -1.841 1.761 -0.613
23 H 3.959 3.260 0.092
24 H 3.112 2.993 -2.170
25 H 1.229 -3.527 -0.460
26 H -2.989 -2.889 2.201
27 H 0.707 2.513 -2.565

---

ORCA calculation (ωB97M-V with the def2-TZVPD basis set) on a cluster of 2 separate species, C11H14N2O in total.

2S+1: 2
Energy relative to the best compared isomer or geometry (same formula, charge and spin): 201.9 kJ/mol
Energy: -16659.7411 eV
Total charge: -1
Orbital gap (alpha / beta): 2.8 / 7.6 eV
<S²>: 0.753
Highest occupied orbital energy (alpha / beta): 0.807 / -4.114 eV

CARTESIAN COORDINATES (ANGSTROEM)
1 O 0.601 3.524 0.606
2 N -1.424 -3.027 -0.667
3 N 0.883 1.650 2.012
4 C 1.311 2.650 1.148
5 C -1.189 -0.525 2.181
6 C -0.026 0.612 -2.146
7 C -0.084 -0.531 -2.999
8 C -1.304 -1.293 0.861
9 C -1.543 -2.703 0.727
10 C -0.458 -1.845 -2.664
11 C -0.913 -0.818 -0.454
12 C -0.561 0.419 -0.835
13 C -0.901 -1.929 -1.375
14 C 2.669 2.486 0.489
15 H -1.389 -3.973 -1.054
16 H 2.931 3.443 -0.055
17 H -1.513 0.441 1.986
18 H 2.637 1.742 -0.335
19 H -0.034 -0.578 2.262
20 H 0.048 1.626 -2.544
21 H -0.839 1.202 -0.063
22 H -1.669 -0.954 2.983
23 H -2.043 -3.381 1.364
24 H 0.169 -0.362 -4.105
25 H -0.583 -2.729 -3.320
26 H 3.537 2.155 1.097
27 H 1.420 0.804 2.079
28 H 0.270 1.893 2.821